Below is a cluster of 2 separate species, C3H10N4O in total, with properties calculated with ωB97M-V with the def2-TZVPD basis set.

CARTESIAN COORDINATES (ANGSTROEM)
H -2.439 1.764 -1.461
N -1.409 1.611 -1.528
N -0.923 1.115 -0.536
C -1.568 1.034 1.012
H -1.687 -0.039 1.142
H -2.566 1.454 0.861
H -0.972 1.489 1.796
C 1.155 -0.407 -1.693
C 0.443 -0.690 -0.387
O -0.429 -1.559 -0.220
N 1.200 -0.350 0.767
N 1.188 -1.188 1.900
H 1.175 0.675 -1.844
H 0.577 -0.817 -2.518
H 2.186 -0.750 -1.665
H 2.045 0.198 0.679
H 1.795 -1.997 1.762
H 0.229 -1.544 1.934

Computed properties:
**Net charge**: 0
**Orbital gap**: 9.3 eV

Below is a cluster of 2 separate species, C3H10N4O in total, with properties calculated with ωB97M-V with the def2-TZVPD basis set.

CARTESIAN COORDINATES (ANGSTROEM)
C -0.999 -0.145 1.399
C 1.568 -0.241 -0.181
C -0.976 -0.506 -0.049
N 2.428 -1.281 -0.018
N -1.494 -1.561 -0.515
O 1.946 0.893 0.202
H 2.157 -2.209 -0.291
H 3.348 -1.140 0.392
H -1.509 -1.620 -1.532
H -1.952 0.337 1.649
H -0.932 -1.068 1.970
H -0.176 0.508 1.677
N -0.788 0.710 -1.033
N -0.464 2.027 -0.549
H -1.113 2.244 0.201
H 0.494 1.912 -0.157
H -1.603 0.767 -1.655
H 0.065 0.374 -1.511

Computed properties:
**Net charge**: 0
**Orbital gap**: 7.2 eV

Below is a cluster of 2 separate species, C3H10N4O in total, with properties calculated with ωB97M-V with the def2-TZVPD basis set.

CARTESIAN COORDINATES (ANGSTROEM)
C 0.965 1.006 -1.568
C -1.083 -0.437 1.811
N -0.463 1.080 -0.074
C -0.172 -0.001 0.683
N 0.951 -2.037 0.520
N 0.464 0.141 -2.495
O -1.002 2.151 0.725
N 0.910 -0.656 0.316
H -1.638 2.556 0.122
H 1.792 -2.261 1.043
H 0.149 -2.441 1.000
H 0.604 -0.840 -2.274
H -0.247 0.528 -3.102
H 0.752 2.049 -1.740
H 1.973 0.814 -1.234
H -0.503 -0.832 2.649
H -1.765 -1.221 1.466
H -1.686 0.401 2.153

Computed properties:
**Net charge**: 0
**Orbital gap**: 7.9 eV

Below is the molecule C3H10N4O2, with properties calculated with ωB97M-V with the def2-TZVPD basis set.

CARTESIAN COORDINATES (ANGSTROEM)
C -0.259 -1.786 -0.472
C 0.551 -0.522 -0.179
N 1.385 -0.759 0.971
O 1.363 -0.171 -1.270
C -0.396 0.718 0.069
N -0.961 0.570 1.412
N 0.331 1.946 -0.020
N -1.557 0.600 -0.807
O -1.737 1.491 -1.616
H 0.428 -2.622 -0.585
H -0.934 -1.999 0.350
H -0.834 -1.655 -1.383
H 0.805 -0.889 1.791
H 1.975 0.051 1.136
H 1.964 -0.905 -1.441
H -1.239 1.486 1.751
H -1.785 -0.020 1.366
H 1.157 1.825 -0.597
H -0.258 2.643 -0.476

Computed properties:
**Net charge**: 0
**Orbital gap**: 9.1 eV

Below is a cluster of 2 separate species, C3H10N4O2 in total, with properties calculated with ωB97M-V with the def2-TZVPD basis set.

CARTESIAN COORDINATES (ANGSTROEM)
H -2.410 -1.548 1.209
N -1.833 -0.712 1.331
C -0.588 -1.038 1.389
N 0.485 -0.169 1.595
N 0.185 1.146 1.972
H -0.263 -2.087 1.312
H 1.423 -0.542 1.718
H 0.951 1.596 2.477
H -0.200 1.649 1.163
C 1.807 0.036 -1.553
C 0.407 0.491 -1.270
O 0.084 1.634 -0.990
O -0.515 -0.541 -1.634
N -1.897 -0.051 -1.683
H 2.444 0.319 -0.711
H 2.169 0.506 -2.469
H 1.852 -1.052 -1.652
H -2.294 -0.548 -0.877
H -1.807 0.912 -1.328

Computed properties:
**Net charge**: 0
**Orbital gap**: 9.1 eV

Below is a structure of composition C3H10N4S, with properties calculated with ωB97M-V with the def2-TZVPD basis set.

CARTESIAN COORDINATES (ANGSTROEM)
C 0.402 2.390 -0.382
C -0.367 -0.002 -0.164
C -1.051 -2.399 -0.239
H 1.507 2.751 -0.385
H 0.064 2.455 -1.513
H -0.115 3.145 0.504
H 1.668 0.321 1.888
H 0.106 0.712 2.167
H -1.945 1.033 -0.708
H -0.163 -3.348 -0.219
H -1.970 -2.395 0.856
H -1.496 -2.096 -1.273
H 1.834 -1.581 -1.509
N 0.657 1.045 0.161
N 0.847 1.027 1.610
N -1.534 0.048 -0.763
N -0.044 -1.250 0.012
S 1.601 -1.856 -0.044

Computed properties:
**Net charge**: 0
**Orbital gap**: 9.4 eV

Below is the ion C3H10N4S with charge +2, with properties calculated with ωB97M-V with the def2-TZVPD basis set.

CARTESIAN COORDINATES (ANGSTROEM)
C 0.516 -0.757 3.116
N 0.456 -0.503 1.760
C 0.304 -0.152 0.673
N 0.351 0.510 -0.440
C 1.682 0.878 -0.836
N -0.779 0.947 -1.124
N -1.244 0.017 -2.055
S -1.776 -1.661 -1.502
H -0.125 -1.591 3.576
H 0.168 0.147 3.411
H 1.550 -0.973 3.396
H 1.669 0.919 -2.048
H 1.837 1.967 -0.471
H 2.428 0.291 -0.507
H -1.599 1.098 -0.590
H -1.993 0.452 -2.619
H -0.288 -0.253 -2.621
H -3.157 -1.336 -1.121

Computed properties:
**Net charge**: +2
**Orbital gap**: 10.3 eV

Below is a cluster of 2 separate species, C3H10NO in total, with properties calculated with ωB97M-V with the def2-TZVPD basis set.

CARTESIAN COORDINATES (ANGSTROEM)
C -0.252 -0.014 -2.349
N -0.432 -1.132 -1.310
H 0.676 0.455 -2.178
H -1.167 0.616 -2.224
H -0.332 -0.478 -3.273
H 0.457 -1.650 -1.165
H -0.723 -0.665 -0.467
H -1.398 -1.670 -1.464
C 1.328 1.117 1.577
C 0.505 0.057 1.375
O -0.845 0.209 1.215
H 0.782 1.944 1.907
H 2.411 1.162 1.355
H 0.819 -1.045 1.339
H -1.223 0.623 1.998

Computed properties:
**Multiplicity**: 2
**Net charge**: 0
**Orbital gap (alpha / beta)**: 4.2 / 10.4 eV

Below is a cluster of 2 separate species, C3H10NO in total, with properties calculated with ωB97M-V with the def2-TZVPD basis set.

CARTESIAN COORDINATES (ANGSTROEM)
C -4.361 -1.448 2.307
N -4.894 -2.013 1.009
H -3.749 -0.595 2.027
H -3.691 -2.197 2.707
H -5.194 -1.293 2.981
H -4.201 -2.573 0.506
H -5.679 -2.653 1.168
H -5.373 -1.267 0.500
O 5.962 0.285 -1.806
C 5.904 1.475 -1.609
C 4.863 2.362 -2.105
H 6.716 2.063 -1.110
H 4.731 3.262 -1.498
H 5.129 2.573 -3.144
H 3.836 2.019 -1.933

Computed properties:
**Net charge**: +1
**Orbital gap**: 7.0 eV

Below is the ion C3H10NO with charge +1, with properties calculated with ωB97M-V with the def2-TZVPD basis set.

CARTESIAN COORDINATES (ANGSTROEM)
C 0.913 1.003 -0.179
N 0.169 -0.194 -0.472
C 0.861 -1.359 0.209
C -1.264 0.050 -0.106
O -1.427 0.733 1.108
H 0.515 1.370 0.766
H 2.023 1.004 0.017
H 0.860 1.642 -1.059
H 0.112 -0.492 -1.437
H 1.243 -1.053 1.187
H 0.189 -2.125 0.325
H 1.665 -1.657 -0.373
H -1.791 0.656 -0.854
H -1.874 -0.841 -0.266
H -2.194 1.264 1.134

Computed properties:
**Net charge**: +1
**Orbital gap**: 12.4 eV

Below is a cluster of 3 separate species, C3H10NO in total, with properties calculated with ωB97M-V with the def2-TZVPD basis set.

CARTESIAN COORDINATES (ANGSTROEM)
C 2.525 -0.266 -0.241
C -3.014 0.870 -1.008
C -2.394 -0.119 -0.330
O -0.226 0.200 1.179
N 2.182 -0.724 1.106
H 3.576 -0.049 -0.490
H 2.230 -1.011 -1.084
H -2.963 1.830 -0.554
H -3.508 0.874 -2.002
H -1.828 -0.098 0.597
H -2.258 -1.111 -0.817
H -0.008 1.081 1.467
H 1.945 0.591 -0.534
H 1.222 -0.429 1.362
H 2.520 -1.638 1.349

Computed properties:
**Net charge**: +1
**Orbital gap**: 4.0 eV

Below is a cluster of 2 separate species, C3H10NO in total, with properties calculated with ωB97M-V with the def2-TZVPD basis set.

CARTESIAN COORDINATES (ANGSTROEM)
C -0.031 1.634 -1.287
N -0.905 1.197 -0.120
H 0.270 0.784 -1.895
H 0.866 2.025 -0.822
H -0.592 2.334 -1.892
H -1.724 0.653 -0.384
H -0.204 0.654 0.392
H -1.225 2.088 0.248
C 1.353 -1.430 1.039
C 0.334 -1.836 0.297
O -0.984 -1.393 0.531
H 1.318 -1.002 2.037
H 2.385 -1.600 0.790
H 0.310 -2.650 -0.411
H -1.173 -1.458 1.476

Computed properties:
**Net charge**: +1
**Orbital gap**: 10.3 eV

Below is a cluster of 2 separate species, C3H10NO2 in total, with properties calculated with ωB97M-V with the def2-TZVPD basis set.

CARTESIAN COORDINATES (ANGSTROEM)
C -1.632 -1.108 0.265
C -0.543 -0.772 -0.609
C 0.892 -0.830 0.035
O 1.400 0.486 -0.132
N -2.993 -0.606 -0.015
H -1.347 -0.698 1.268
H -1.646 -2.231 0.338
H -0.772 -1.353 -1.485
H -0.840 0.254 -1.136
H 1.595 -1.584 -0.693
H 0.905 -1.258 1.061
H -3.244 -1.044 -0.974
H -3.012 0.463 -0.102
H 2.091 2.876 1.095
H 2.026 1.406 0.089
O 2.712 2.475 0.445

Computed properties:
**Net charge**: -1
**Orbital gap**: 7.6 eV

Below is a cluster of 2 separate species, C3H10NO2 in total, with properties calculated with ωB97M-V with the def2-TZVPD basis set.

CARTESIAN COORDINATES (ANGSTROEM)
C 0.304 1.770 0.568
N 0.938 0.371 0.593
C 0.120 -0.808 1.203
O -0.366 -1.707 0.325
C -1.035 1.741 -0.210
H 1.076 2.245 0.036
H 0.149 2.212 1.583
H 1.340 0.232 -0.398
H 0.950 -1.237 1.716
H -0.761 -0.345 1.704
H -1.023 1.251 -1.092
H -1.944 1.054 0.216
H -1.619 2.703 -0.154
H 0.248 -2.167 -2.257
H -0.128 -1.338 -1.044
O 0.217 -1.221 -2.053

Computed properties:
**Net charge**: -1
**Orbital gap**: 7.4 eV

no.,E (a.u.),F_max (eV/A)
1,-414.44233,3.892
2,-414.44189,0.663
3,-414.39909,1.524
4,-489.74723,2.424
5,-489.71793,2.646
6,-737.29445,6.388
7,-736.66658,7.872
8,-250.10315,3.024
9,-249.99794,2.390
10,-249.99442,3.342
11,-249.73349,3.101
12,-249.99376,2.172
13,-325.46648,4.311
14,-325.48887,5.561